Formula: C24H8O17V
Source: the OMol25 dataset
Level of theory: ωB97M-V/def2-TZVPD

Properties
Charge: -6
Expectation value of S²: 0.790
2S+1: 2
HOMO energy (alpha / beta) in eV: 6.11 / 6.10
Energy in eV: -85494.59330
Max |F| in Eh/bohr: 0.0621

Geometry (Å):
O: 3.965486 -13.846135 4.736672
V: 4.516643 -15.191710 4.085381
C: 6.939174 -17.964921 6.373683
C: 6.207994 -17.217068 5.424422
C: 6.039370 -17.780503 4.002095
O: 5.314355 -17.105568 3.245454
C: 6.566529 -19.074269 3.657022
C: 7.277763 -19.807328 4.594388
C: 7.442374 -19.238537 6.032781
O: 8.169662 -19.824688 6.885609
O: 7.494241 -21.040000 4.352697
O: 5.712633 -16.088088 5.644134
H: 7.225672 -17.653446 7.367227
H: 6.501428 -19.352004 2.615623
C: 1.171944 -14.135742 -0.458831
C: 1.816610 -14.707967 -1.565318
C: 3.201247 -15.328826 -1.396894
O: 3.805672 -15.735096 -2.438979
C: 3.711579 -15.504963 -0.126084
C: 3.126342 -14.901396 1.038998
C: 1.819554 -14.120480 0.833470
O: 1.350664 -13.449684 1.760692
O: 3.610392 -15.018295 2.182866
O: 1.143256 -14.767659 -2.655846
H: 0.204523 -13.664874 -0.545509
H: 4.720885 -15.867607 0.022284
C: 1.223036 -17.961724 5.264769
C: 1.924975 -16.728013 5.458257
C: 1.340366 -15.687569 6.499164
O: 2.005402 -14.687980 6.786212
C: 0.043956 -15.923901 7.040362
C: -0.579447 -17.136694 6.804232
C: 0.073419 -18.252681 5.967344
O: -0.379492 -19.451087 5.900416
O: -1.681899 -17.336385 7.449299
O: 2.889942 -16.391531 4.737075
H: 1.641681 -18.694476 4.590270
H: -0.422945 -15.270614 7.760602
C: 8.566625 -13.814770 2.719196
C: 9.703170 -12.999537 2.859661
C: 9.745190 -11.891934 3.910084
O: 10.812214 -11.240663 4.236287
C: 8.626536 -11.623189 4.683240
C: 7.361269 -12.269062 4.402312
C: 7.349027 -13.568276 3.403750
O: 6.336486 -14.293428 3.348803
O: 6.259716 -12.009156 4.856533
O: 10.717581 -13.239897 2.143360
H: 8.520033 -14.461330 1.851001
H: 8.664031 -10.973164 5.546393

Atoms 1-3, force components in eV/Å:
O 1.1 -2.3 -0.9
V -1.2 2.5 0.8
C -0.8 -0.1 -1.5

These are the Löwdin partial charges, in e, on atoms 1 to 8:
1 O -0.264
2 V 1.048
3 C -0.007
4 C -0.320
5 C -0.312
6 O -0.049
7 C -0.009
8 C -0.396


Formula: C24H90N6O18
Source: the OMol25 dataset
Level of theory: ωB97M-V/def2-TZVPD

Properties
Charge: 0
HOMO energy in eV: -9.05
Energy in eV: -72142.98427
Max |F| in Eh/bohr: 0.0752

Geometry (Å):
C: -2.701625 1.957847 4.268624
C: -3.207728 0.726198 3.588797
C: -4.673404 0.568446 3.708515
O: -5.028797 -0.643182 3.008238
C: -6.460418 -0.774143 3.076060
N: -2.806125 0.781901 2.138348
H: -3.015813 1.956719 5.345781
H: -3.087285 2.846711 3.786256
H: -1.568851 2.025574 4.246993
H: -2.763045 -0.195944 4.043266
H: -5.245606 1.445119 3.303469
H: -4.898516 0.492723 4.778462
H: -6.790287 -1.729697 2.695581
H: -6.965866 0.001709 2.443397
H: -6.791019 -0.651669 4.087236
H: -3.009341 -0.196150 1.794017
H: -1.819814 0.864013 2.051798
C: -2.681483 1.474639 -2.696557
C: -2.167773 0.389956 -3.613986
C: -1.448101 1.027724 -4.807833
O: -2.242414 2.041441 -5.428763
C: -3.101184 1.542218 -6.409815
N: -1.175090 -0.490867 -2.958230
H: -3.425120 1.126398 -1.953501
H: -3.296487 2.083933 -3.333548
H: -1.922047 2.036126 -2.118387
H: -3.012198 -0.155022 -4.023567
H: -1.106344 0.323238 -5.570991
H: -0.545735 1.554961 -4.440270
H: -3.579045 0.582436 -5.997142
H: -2.577863 1.407837 -7.376246
H: -3.891209 2.274770 -6.635628
H: -1.564180 -1.048004 -2.211214
H: -0.872363 -1.161245 -3.708322
C: 0.299331 -0.295923 4.988619
C: 1.227368 -1.426351 5.187962
C: 0.812716 -2.736115 4.515496
O: -0.544283 -3.096460 4.812458
C: -0.615806 -4.448124 5.262755
N: 2.596258 -1.061887 4.725237
H: 0.722922 0.557100 5.525615
H: -0.654098 -0.479744 5.444810
H: 0.186411 -0.146589 3.902977
H: 1.167074 -1.704845 6.283480
H: 1.561110 -3.533291 4.692036
H: 0.839440 -2.585914 3.428782
H: -1.681905 -4.658669 5.418174
H: -0.108636 -4.617055 6.202149
H: -0.352614 -5.151313 4.463471
H: 2.938721 -0.212530 5.148030
H: 3.247725 -1.791449 4.997716
C: 1.749363 -0.678988 -4.928569
C: 1.571379 -2.176172 -5.150031
C: 2.448542 -2.997114 -4.243673
O: 2.210005 -4.336666 -4.459179
C: 2.854711 -5.161592 -3.558640
N: 0.177711 -2.580511 -4.993911
H: 1.392329 -0.366670 -3.941792
H: 1.181516 -0.225033 -5.806031
H: 2.798521 -0.424660 -5.081787
H: 1.868363 -2.241843 -6.220662
H: 2.142275 -2.769836 -3.167488
H: 3.571074 -2.780817 -4.364500
H: 2.573727 -6.211354 -3.695602
H: 2.566866 -4.969804 -2.511102
H: 3.951784 -5.020097 -3.774413
H: 0.020887 -3.543939 -4.679252
H: -0.305052 -2.269122 -5.820889
C: 1.247109 4.353351 2.636623
C: 1.197439 4.365266 1.167782
C: 2.360200 3.583650 0.556429
O: 3.690032 3.678876 1.201970
C: 4.410869 4.770853 0.866578
N: 0.002576 3.763423 0.489880
H: 0.327089 4.823430 3.036653
H: 2.077965 4.988346 2.899805
H: 1.298539 3.348596 2.998955
H: 1.179997 5.384762 0.808373
H: 2.432117 4.003085 -0.430754
H: 2.161385 2.469297 0.482670
H: 4.497577 4.784459 -0.210093
H: 5.392293 4.660352 1.367975
H: 3.921041 5.719919 1.151080
H: -0.832799 4.335154 0.738557
H: -0.218263 2.915313 1.005269
C: 0.533547 -3.320955 0.157813
C: -0.588223 -2.626996 -0.650611
C: -1.489076 -3.696997 -1.227064
O: -0.849833 -4.498746 -2.198142
C: -1.780904 -5.136280 -3.043546
N: -1.403172 -1.731779 0.183433
H: 1.025111 -2.565929 0.811968
H: 1.310905 -3.725704 -0.486975
H: -0.006369 -4.068854 0.779271
H: -0.048996 -2.062597 -1.417821
H: -2.450539 -3.316082 -1.617300
H: -1.770156 -4.386912 -0.415184
H: -2.414560 -4.328737 -3.422404
H: -2.413218 -5.900049 -2.554256
H: -1.304546 -5.599429 -3.862428
H: -0.868816 -1.190360 0.813317
H: -2.037930 -2.328256 0.699320
O: -2.770488 5.072915 1.375887
H: -3.195486 4.276097 1.027560
H: -3.483973 5.704951 1.403245
O: 6.536240 1.038515 0.245740
H: 6.374237 1.884713 -0.199218
H: 6.153137 0.353575 -0.343649
O: 2.786059 -0.143238 1.969963
H: 3.448401 0.541680 2.212292
H: 2.653991 -0.748320 2.733848
O: -2.811136 -2.794837 2.779714
H: -3.583680 -2.383423 3.204377
H: -2.119684 -2.907403 3.439811
O: 1.071898 0.753125 -1.422153
H: 0.373948 0.195914 -1.952319
H: 0.919010 1.708145 -1.681027
O: -4.361524 2.364149 0.565760
H: -4.733711 1.862975 -0.172491
H: -3.860100 1.738732 1.141736
O: 2.715815 2.368953 -3.618412
H: 2.020776 3.009038 -3.421838
H: 2.382386 1.433190 -3.496343
O: 0.288794 0.582478 1.286123
H: 0.182024 0.606101 0.320046
H: 1.125456 0.231874 1.458844
O: 3.603545 -0.027143 -0.992041
H: 2.664279 0.068209 -1.248805
H: 3.392786 -0.261059 -0.052619
O: 0.528733 3.524787 -2.195911
H: -0.192022 3.783096 -2.761809
H: 0.328566 3.665362 -1.225102
O: 4.837342 2.726419 -1.444662
H: 4.556573 2.876970 -2.319756
H: 4.319283 1.957945 -1.074743
O: 4.577711 1.551716 2.844037
H: 4.356154 2.319561 2.277281
H: 5.352717 1.257433 2.336407

Atoms 1-3, force components in eV/Å:
C 1.1 0.3 1.4
C 1.7 -0.6 -1.1
C -0.8 0.0 -0.5

These are the Löwdin partial charges, in e, on atoms 1 to 8:
1 C -0.058
2 C -0.439
3 C -0.216
4 O -0.201
5 C -0.089
6 N 0.067
7 H 0.097
8 H 0.074